Record 1
Below is a 5-piece molecular cluster, C32H37ClF37N2O7 overall, with properties calculated with ωB97M-V/def2-TZVPD.

Positions of all 116 atoms, in Å:
N1 4.534 -1.887 -1.089
C1 3.787 -2.693 -0.113
C2 3.696 -4.170 -0.518
O1 4.952 -4.805 -0.330
C3 3.397 -4.461 -1.992
C4 2.052 -3.987 -2.550
Cl1 2.290 -2.562 -3.623
N2 1.097 -3.523 -1.482
C5 -0.350 -3.544 -1.902
C6 -0.748 -5.002 -2.260
C7 -1.454 -5.724 -1.111
C8 -2.982 -5.591 -1.094
C9 -3.532 -4.255 -0.554
C10 -3.706 -3.142 -1.587
F1 -2.994 -2.036 -1.214
F2 -3.278 -3.506 -2.828
C11 -5.168 -2.667 -1.740
F3 -5.205 -1.594 -2.523
F4 -5.657 -2.330 -0.553
F5 -5.919 -3.613 -2.278
O2 0.446 -5.749 -2.526
C12 1.301 -5.048 -3.396
O3 2.221 -5.888 -3.983
H1 5.002 -1.142 -0.581
H2 3.887 -1.381 -1.686
H3 4.339 -2.672 0.831
H4 2.805 -2.268 0.151
H5 2.974 -4.696 0.135
H6 5.336 -4.525 0.507
H7 3.495 -5.538 -2.138
H8 4.208 -4.009 -2.563
H9 1.174 -4.092 -0.636
H10 1.330 -2.549 -1.282
H11 -0.911 -3.228 -1.023
H12 -0.510 -2.826 -2.703
H13 -1.361 -5.009 -3.166
H14 -1.175 -6.776 -1.194
H15 -1.043 -5.368 -0.157
H16 -3.387 -5.820 -2.082
H17 -3.358 -6.369 -0.427
H18 -4.516 -4.460 -0.130
H19 -2.892 -3.908 0.258
H20 0.720 -4.523 -4.169
H21 1.891 -6.174 -4.842
C13 -5.623 1.082 -0.500
C14 -6.887 1.900 -0.194
C15 -7.207 3.088 -1.101
F6 -6.249 4.034 -1.007
F7 -8.374 3.638 -0.693
F8 -6.877 2.289 1.099
F9 -7.930 1.032 -0.354
O4 -4.466 1.337 0.280
C16 -3.532 2.267 -0.081
C17 -3.381 3.356 0.989
F10 -4.541 4.013 1.151
F11 -2.438 4.235 0.582
F12 -3.765 2.791 -1.292
F13 -2.334 1.625 -0.150
H22 -5.896 0.064 -0.232
H23 -5.400 1.072 -1.567
H24 -7.308 2.773 -2.143
H25 -3.080 2.911 1.939
C18 2.190 -1.247 5.158
C19 2.863 -2.084 4.058
C20 4.317 -2.518 4.265
F14 5.137 -1.459 4.319
F15 4.684 -3.275 3.193
F16 2.756 -1.458 2.861
F17 2.150 -3.246 3.970
O5 2.119 0.150 4.954
C21 3.122 0.996 5.358
C22 3.699 1.772 4.169
F18 4.221 0.922 3.260
F19 4.687 2.578 4.611
F20 4.081 0.355 6.044
F21 2.577 1.910 6.186
H26 1.149 -1.567 5.148
H27 2.579 -1.500 6.144
H28 4.424 -3.117 5.171
H29 2.922 2.371 3.690
C23 6.193 6.429 5.251
C24 6.984 5.210 4.749
C25 7.201 4.047 5.726
F22 7.941 4.443 6.778
F23 7.876 3.062 5.088
F24 8.171 5.606 4.247
F25 6.258 4.693 3.713
O6 6.931 7.561 5.666
C26 7.357 7.725 6.958
C27 8.884 7.836 7.032
F26 9.457 6.711 6.563
F27 9.246 7.995 8.323
F28 6.889 6.766 7.775
F29 6.861 8.902 7.400
H30 5.651 6.778 4.373
H31 5.439 6.142 5.984
H32 6.252 3.643 6.084
H33 9.228 8.690 6.445
C28 -5.520 0.337 -6.164
C29 -6.045 1.258 -5.050
C30 -7.453 1.840 -5.196
F30 -7.541 2.651 -6.259
F31 -7.706 2.582 -4.083
F32 -5.164 2.249 -4.816
F33 -6.093 0.481 -3.919
O7 -4.643 0.906 -7.114
C31 -5.101 1.495 -8.268
C32 -4.686 2.969 -8.343
F34 -5.210 3.650 -7.306
F35 -5.163 3.495 -9.489
F36 -6.426 1.344 -8.420
F37 -4.503 0.866 -9.303
H34 -4.905 -0.394 -5.641
H35 -6.329 -0.222 -6.636
H36 -8.205 1.051 -5.275
H37 -3.598 3.057 -8.322

total charge = +1
orbital gap = 9.8 eV
highest occupied orbital energy = -12.73 eV
LUMO level = -3.0 eV

Atomic partial charges in e from the Mulliken method, atoms 1 to 6:
1 N -0.6167
2 C -0.1604
3 C 0.0459
4 O -0.5388
5 C -1.3145
6 C 1.1352

Record 2
Below is C32H37ClFN5O6S2Sb2Ti as an isolated structure, with properties calculated with ωB97M-V/def2-TZVPD.

Positions of all 87 atoms, in Å:
Ti1 0.135 -0.639 -0.999
S1 -2.103 -2.755 -1.760
C1 -1.974 -2.407 -0.134
N1 -1.121 -1.535 0.424
C2 -1.271 -1.482 1.812
C3 -0.561 -0.699 2.724
C4 -0.837 -0.791 4.078
C5 -1.823 -1.644 4.557
C6 -2.553 -2.421 3.673
C7 -2.266 -2.337 2.321
S2 -3.024 -3.214 1.025
H1 0.201 -0.004 2.400
H2 -0.272 -0.179 4.771
H3 -2.029 -1.701 5.618
H4 -3.337 -3.082 4.017
C8 3.966 -1.575 -0.429
Sb1 2.486 -0.671 0.851
C9 3.247 -1.488 2.702
C10 3.536 1.236 1.060
C11 3.042 1.953 2.272
C12 3.756 1.799 3.462
C13 3.327 2.356 4.654
C14 2.154 3.094 4.672
C15 1.459 3.295 3.493
C16 1.881 2.749 2.278
C17 1.136 3.127 1.041
Sb2 -0.609 1.930 0.398
C18 -1.370 3.621 -0.729
C19 -1.816 2.349 2.151
H5 3.763 -1.282 -1.460
H6 3.892 -2.658 -0.350
H7 4.968 -1.265 -0.137
H8 4.326 -1.624 2.643
H9 2.777 -2.447 2.918
H10 3.014 -0.798 3.512
H11 3.376 1.779 0.131
H12 4.593 0.990 1.161
H13 4.679 1.231 3.440
H14 3.908 2.222 5.557
H15 1.796 3.532 5.595
H16 0.568 3.913 3.499
H17 1.787 3.133 0.167
H18 0.705 4.121 1.165
H19 -1.468 4.471 -0.056
H20 -2.342 3.375 -1.151
H21 -0.694 3.867 -1.547
H22 -2.179 3.374 2.110
H23 -1.220 2.209 3.051
H24 -2.664 1.666 2.186
Cl1 2.323 -5.589 0.192
C20 1.776 -4.515 -1.050
C21 1.874 -4.863 -2.385
C22 1.353 -3.951 -3.299
C23 0.864 -2.740 -2.873
N2 0.853 -2.366 -1.570
C24 1.245 -3.300 -0.675
H25 2.324 -5.796 -2.690
H26 1.328 -4.201 -4.349
H27 0.458 -2.028 -3.572
H28 1.101 -3.089 0.377
F1 -4.644 0.550 0.670
C25 -4.742 -0.041 -0.531
C26 -3.885 0.294 -1.502
N3 -3.917 -0.286 -2.742
C27 -2.859 -0.044 -3.732
C28 -1.645 0.600 -3.141
O1 -1.421 1.857 -3.537
O2 -0.910 0.014 -2.280
C29 -4.813 -1.304 -3.032
O3 -4.823 -1.878 -4.099
N4 -5.711 -1.575 -2.023
C30 -5.775 -1.044 -0.734
O4 -6.611 -1.403 0.061
H29 -3.129 1.048 -1.329
H30 -3.242 0.592 -4.529
H31 -2.583 -1.015 -4.151
H32 -6.359 -2.324 -2.218
N5 1.061 2.598 -4.261
C31 1.973 2.371 -3.143
C32 1.700 0.951 -2.647
O5 1.636 0.040 -3.465
O6 1.508 0.814 -1.383
H33 1.238 3.486 -4.712
H34 -0.468 2.056 -3.790
H35 1.185 1.857 -4.944
H36 1.755 3.085 -2.348
H37 3.036 2.445 -3.402

2S+1 = 3
energy above the lowest of the compared OMol25 structures with the same formula, charge and spin = 55.4 kcal/mol
orbital gap (spin up / spin down) = 6.2 / 7.3 eV
highest occupied orbital energy (spin up / spin down) = -6.23 / -7.47 eV
LUMO level (spin up / spin down) = -0.1 / -0.2 eV

Atomic partial charges in e from the Mulliken method, atoms 1 to 6:
1 Ti -0.6477
2 S -0.3352
3 C 0.4490
4 N 1.6453
5 C -1.2834
6 C 0.6011

Record 3
Below is C32H37F5N2O3SiTcTe as an isolated structure, with properties calculated with ωB97M-V/def2-TZVPD.

Positions of all 82 atoms, in Å:
Tc1 0.838 1.102 1.256
C1 -1.572 3.047 0.320
C2 -2.191 1.786 0.611
C3 -1.774 1.368 1.880
C4 -0.859 2.367 2.402
C5 -0.764 3.405 1.394
C6 0.054 4.639 1.515
C7 -0.746 2.662 3.872
C8 -2.356 0.266 2.706
C9 -3.171 1.115 -0.285
C10 -1.724 3.824 -0.937
H1 0.259 5.051 0.532
H2 1.000 4.397 1.994
H3 -0.455 5.391 2.120
H4 -1.660 3.161 4.203
H5 0.091 3.325 4.073
H6 -0.633 1.745 4.445
H7 -3.119 0.674 3.371
H8 -1.591 -0.202 3.320
H9 -2.819 -0.501 2.091
H10 -3.995 1.793 -0.506
H11 -3.582 0.216 0.169
H12 -2.709 0.847 -1.235
H13 -2.028 4.846 -0.719
H14 -2.457 3.377 -1.602
H15 -0.761 3.870 -1.446
C11 1.665 -1.626 4.489
C12 1.511 -0.408 3.644
N1 0.752 -0.376 2.573
O1 0.221 -1.574 2.117
C13 2.146 0.838 3.845
C14 3.000 1.205 5.013
N2 1.906 1.674 2.845
O2 2.297 2.842 2.776
H16 0.807 -2.276 4.338
H17 1.756 -1.367 5.540
H18 2.560 -2.167 4.183
H19 0.658 -1.715 1.258
H20 3.929 0.639 4.992
H21 2.484 0.997 5.948
H22 3.232 2.266 4.955
C15 4.356 -1.523 -3.297
C16 3.441 -0.865 -4.100
C17 2.093 -0.925 -3.803
C18 1.642 -1.601 -2.670
C19 2.574 -2.273 -1.880
C20 3.918 -2.256 -2.207
Si1 -0.119 -1.373 -2.061
C21 -1.342 -0.886 -3.405
C22 -1.392 0.403 -3.934
C23 -2.300 0.719 -4.928
C24 -3.178 -0.241 -5.404
C25 -3.147 -1.523 -4.879
C26 -2.233 -1.839 -3.892
C27 -0.765 -2.818 -1.040
C28 -1.670 -2.608 -0.002
C29 -2.238 -3.673 0.671
C30 -1.912 -4.969 0.310
C31 -1.024 -5.197 -0.729
C32 -0.458 -4.129 -1.400
H23 5.411 -1.455 -3.507
H24 3.781 -0.304 -4.957
H25 1.380 -0.436 -4.453
H26 2.241 -2.840 -1.020
H27 4.627 -2.786 -1.589
H28 -0.711 1.157 -3.566
H29 -2.337 1.719 -5.331
H30 -3.882 0.014 -6.184
H31 -3.837 -2.272 -5.240
H32 -2.207 -2.834 -3.476
H33 -1.920 -1.597 0.279
H34 -2.933 -3.495 1.478
H35 -2.359 -5.805 0.827
H36 -0.774 -6.209 -1.015
H37 0.233 -4.309 -2.212
F1 0.979 2.128 -0.518
Te1 2.584 0.675 -1.163
F2 3.321 1.985 0.079
F3 -0.171 -0.088 -1.020
F4 4.392 -0.012 -0.880
F5 3.645 2.059 -2.359
O3 2.087 -0.241 0.414

2S+1 = 2
orbital gap (spin up / spin down) = 6.5 / 5.9 eV
highest occupied orbital energy (spin up / spin down) = -7.92 / -7.90 eV
LUMO level (spin up / spin down) = -1.4 / -2.0 eV

Atomic partial charges in e from the Mulliken method, atoms 1 to 6:
1 Tc 0.9305
2 C 1.0096
3 C 1.1194
4 C 0.2963
5 C 0.3817
6 C 1.7057

Record 4
Below is a 2-piece molecular cluster, C32H37N2O overall, with properties calculated with ωB97M-V/def2-TZVPD.

Positions of all 72 atoms, in Å:
C1 1.841 -5.444 -0.387
C2 1.830 -4.218 0.473
C3 0.638 -3.779 1.044
C4 0.570 -2.579 1.750
C5 -0.689 -2.285 2.509
C6 1.700 -1.729 1.742
C7 1.663 -0.298 2.255
C8 1.818 -0.233 3.781
C9 0.427 0.499 1.831
C10 0.045 0.408 0.308
C11 0.786 1.547 -0.495
C12 1.668 1.252 -1.544
C13 2.084 -0.162 -1.846
C14 2.060 2.277 -2.418
C15 1.664 3.600 -2.216
C16 2.100 4.681 -3.158
C17 0.876 3.893 -1.103
C18 0.452 2.887 -0.225
C19 -0.441 3.296 0.919
C20 2.949 -2.267 1.382
C21 4.244 -1.558 1.680
C22 2.997 -3.488 0.710
H1 2.868 -5.758 -0.600
H2 1.315 -6.276 0.100
H3 1.341 -5.262 -1.351
H4 -0.245 -4.423 1.003
H5 -0.505 -1.847 3.495
H6 -1.361 -1.627 1.942
H7 -1.258 -3.207 2.681
H8 2.527 0.230 1.811
H9 2.653 -0.857 4.116
H10 2.004 0.799 4.105
H11 0.920 -0.594 4.298
H12 -0.408 0.242 2.498
H13 0.656 1.542 2.069
H14 0.394 -0.577 -0.048
H15 2.840 -0.149 -2.641
H16 2.501 -0.676 -0.968
H17 1.232 -0.753 -2.213
H18 2.636 2.003 -3.305
H19 1.482 5.574 -3.029
H20 3.142 4.977 -2.978
H21 2.038 4.346 -4.199
H22 0.551 4.923 -0.928
H23 -1.112 4.112 0.612
H24 -1.082 2.476 1.257
H25 0.125 3.657 1.793
H26 5.082 -2.212 1.413
H27 4.359 -0.633 1.096
H28 4.344 -1.299 2.744
H29 3.957 -3.865 0.357
O1 -1.020 0.447 -2.433
C23 -1.783 0.507 -1.446
C24 -3.262 0.635 -1.710
C25 -4.114 1.081 -0.690
C26 -5.489 1.157 -0.903
C27 -6.001 0.855 -2.163
C28 -5.141 0.493 -3.213
C29 -3.770 0.392 -2.985
C30 -3.486 1.394 0.631
C31 -2.461 0.303 0.945
C32 -1.350 0.464 -0.017
N1 -1.681 -2.488 -1.189
N2 -0.615 -2.760 -1.339
H30 -6.128 1.434 -0.064
H31 -7.073 0.936 -2.333
H32 -5.534 0.298 -4.211
H33 -3.064 0.164 -3.785
H34 -2.988 2.378 0.582
H35 -4.242 1.474 1.412
H36 -2.159 0.377 1.997
H37 -2.914 -0.710 0.792

total charge = +1
energy above the lowest of the compared OMol25 structures with the same formula, charge and spin = 0.0 kcal/mol
orbital gap = 4.7 eV
highest occupied orbital energy = -11.03 eV
LUMO level = -6.3 eV

Atomic partial charges in e from the Mulliken method, atoms 1 to 6:
1 C -1.5394
2 C 0.6749
3 C -0.8285
4 C 1.4073
5 C -1.6794
6 C 0.6202

Record 5
Below is C32H38Cl5GeIrO3 as an isolated structure, with properties calculated with ωB97M-V/def2-TZVPD.

Positions of all 80 atoms, in Å:
Ir1 0.291 0.670 0.614
C1 -2.803 2.215 1.924
C2 -2.201 1.122 2.788
C3 -3.284 0.198 3.326
C4 -1.425 1.731 3.945
O1 -1.274 0.315 1.985
Ge1 -1.794 -1.367 1.027
O2 0.086 -1.579 0.974
C5 0.704 -2.760 0.372
C6 1.051 -2.464 -1.078
C7 1.946 -3.077 1.192
C8 -0.276 -3.925 0.447
O3 -1.547 -0.441 -0.619
C9 -2.625 -0.110 -1.531
C10 -2.525 1.367 -1.884
C11 -2.466 -0.983 -2.768
C12 -3.987 -0.403 -0.902
H1 -3.466 2.840 2.525
H2 -3.387 1.795 1.108
H3 -2.023 2.854 1.513
H4 -3.914 0.759 4.017
H5 -2.848 -0.640 3.871
H6 -3.927 -0.188 2.533
H7 -2.095 2.365 4.527
H8 -0.601 2.348 3.587
H9 -1.038 0.957 4.607
H10 1.740 -1.620 -1.144
H11 0.149 -2.239 -1.649
H12 1.542 -3.329 -1.527
H13 2.697 -2.296 1.088
H14 2.387 -4.016 0.856
H15 1.685 -3.174 2.246
H16 -1.157 -3.754 -0.178
H17 -0.596 -4.109 1.473
H18 0.209 -4.829 0.077
H19 -1.595 1.582 -2.409
H20 -2.570 1.981 -0.984
H21 -3.351 1.652 -2.537
H22 -1.502 -0.823 -3.246
H23 -3.245 -0.755 -3.497
H24 -2.553 -2.038 -2.498
H25 -4.147 0.166 0.015
H26 -4.104 -1.465 -0.681
H27 -4.776 -0.126 -1.602
Cl1 1.391 0.332 3.609
C13 2.711 0.092 2.516
C14 2.465 0.294 1.167
C15 3.565 0.176 0.331
Cl2 3.388 0.480 -1.366
C16 4.829 -0.200 0.793
Cl3 6.147 -0.372 -0.292
C17 5.018 -0.440 2.153
Cl4 6.554 -0.913 2.745
C18 3.949 -0.276 3.032
Cl5 4.161 -0.534 4.713
C19 1.398 0.483 -5.325
C20 1.676 1.849 -5.310
C21 1.507 2.564 -4.146
C22 1.054 1.929 -2.968
C23 0.758 0.549 -3.013
C24 0.937 -0.161 -4.177
C25 0.958 2.710 -1.788
C26 0.619 2.330 -0.486
C27 0.422 3.424 0.477
C28 -0.469 4.471 0.180
C29 -0.660 5.494 1.084
C30 0.041 5.506 2.290
C31 0.939 4.493 2.585
C32 1.130 3.451 1.689
H28 1.539 -0.083 -6.235
H29 2.032 2.340 -6.205
H30 1.733 3.622 -4.115
H31 0.386 0.053 -2.124
H32 0.724 -1.221 -4.204
H33 1.220 3.759 -1.912
H34 -1.018 4.454 -0.754
H35 -1.353 6.292 0.855
H36 -0.108 6.318 2.989
H37 1.500 4.514 3.509
H38 1.859 2.679 1.899

total charge = +1
2S+1 = 6
orbital gap (spin up / spin down) = 6.7 / 5.3 eV
highest occupied orbital energy (spin up / spin down) = -9.91 / -11.28 eV
LUMO level (spin up / spin down) = -3.2 / -5.9 eV

Atomic partial charges in e from the Mulliken method, atoms 1 to 6:
1 Ir 1.6797
2 C -0.9705
3 C 1.7113
4 C -1.9551
5 C -1.7356
6 O -0.5599

no.,F_max (eV/Å)
1,0.913
2,3.737
3,6.494
4,4.237
5,0.432